1.
Density functional theory data (ωB97M-V with the def2-TZVPD basis set) for the molecule C13H24OSi2.

```
40
Properties=species:S:1:pos:R:3:mulliken_charge:R:1
O -0.96 -0.10 -0.09 -0.34
C 2.86 2.97 -0.37 -0.99
C 3.77 1.98 -0.68 -0.19
C 1.51 2.67 -0.67 -0.60
C 3.42 0.83 -1.32 -0.64
C 1.12 1.55 -1.32 -0.18
C 2.08 0.58 -1.63 0.59
C 1.58 -0.81 -2.03 -1.20
C -3.43 0.22 1.63 -1.19
C -1.36 2.30 1.30 -1.03
C -0.63 -0.09 2.97 -0.98
C -1.47 -2.17 -2.06 -1.12
C -1.12 -3.05 0.59 -0.98
C 1.29 -1.72 -0.88 -1.04
Si -1.58 0.47 1.44 0.57
Si -0.57 -1.76 -0.47 0.28
H 3.17 3.82 0.19 0.43
H 4.87 2.15 -0.52 0.29
H 0.77 3.29 -0.32 0.72
H 4.15 0.03 -1.57 0.33
H 0.04 1.37 -1.45 0.36
H 0.71 -0.74 -2.67 0.43
H 2.33 -1.21 -2.72 0.50
H -3.84 -0.81 1.66 0.34
H -3.65 0.57 2.63 0.35
H -4.14 0.65 0.90 0.35
H -1.71 2.68 0.31 0.33
H -0.22 2.47 1.21 0.11
H -1.85 2.98 2.02 0.47
H -1.19 0.45 3.78 0.37
H -0.86 -1.19 3.18 0.30
H 0.50 0.14 2.94 0.24
H -1.50 -1.19 -2.57 0.33
H -2.55 -2.47 -1.83 0.27
H -0.93 -2.84 -2.74 0.34
H -2.17 -2.80 0.51 0.28
H -1.04 -4.05 0.10 0.35
H -0.88 -2.97 1.64 0.29
H 1.63 -2.71 -1.03 0.56
H 1.88 -1.48 -0.06 0.70
```

The value obtained for the gap between HOMO and LUMO is 9.418 eV. The SMILES is C[Si](C)(C)O[Si](C)(C)CCc1ccccc1. The energy relative to the best compared isomer or geometry (same formula, charge and spin) is 122.2 kJ/mol. The net charge is 0. The calculation puts the highest occupied orbital energy at -8.7 eV.

***

2.
Density functional theory data (ωB97M-V with the def2-TZVPD basis set) for a cluster of 2 separate species, C2H3FN4 in total.

```
10
Properties=species:S:1:pos:R:3:mulliken_charge:R:1
C 0.42 -1.29 -1.89 0.10
C -0.22 0.40 0.61 0.71
N 1.14 -1.89 -2.53 -0.26
N -0.45 0.19 1.85 -0.59
N 0.84 1.13 0.22 -0.41
N -1.07 0.09 -0.43 -0.17
F -2.03 -0.81 -0.10 -0.11
H -1.27 -0.34 2.10 0.27
H 1.51 1.39 0.92 0.23
H 1.11 1.14 -0.75 0.24
```

The value obtained for the gap between HOMO and LUMO (alpha / beta) is 7.189 / 7.476 eV. The energy relative to the best compared isomer or geometry (same formula, charge and spin) is 611.7 kJ/mol. The net charge is 0. The calculation puts the highest occupied orbital energy (alpha / beta) at -10.8 / -10.3 eV.

***

3.
Density functional theory data (ωB97M-V with the def2-TZVPD basis set) for a cluster of 11 separate species, C74H84N11O6S2 in total.

```
177
Properties=species:S:1:pos:R:3:lowdin_spin:R:1
C 2.47 -1.47 -2.33 0.00
C 3.09 -1.58 -0.88 0.00
C 2.06 -2.20 0.17 0.00
O 0.77 -2.41 -0.41 0.00
C -0.04 -1.29 -0.25 0.00
O 0.43 -0.20 -0.06 0.00
C -1.59 -1.58 -0.39 0.00
S -2.62 -0.33 0.48 0.00
C -4.08 0.10 -0.62 0.00
C -5.01 -1.19 -0.56 0.00
C -6.43 -1.03 -1.18 0.00
O -6.99 0.00 -1.46 0.00
C -7.23 -2.36 -1.43 0.00
C -7.38 -2.86 -2.80 0.00
C -8.14 -4.05 -3.14 0.00
C -8.78 -4.78 -2.04 0.00
C -8.65 -4.32 -0.65 0.00
C -7.87 -3.11 -0.35 0.00
C -3.46 0.38 -2.05 0.01
C -4.13 1.50 -2.93 0.02
C -2.94 2.19 -3.76 0.01
C -5.04 0.82 -4.04 0.00
N -4.81 2.59 -2.20 0.34
O -6.08 2.67 -2.43 0.55
C -4.45 2.68 -0.77 0.03
C -2.97 3.27 -0.56 0.00
C -5.41 3.81 -0.15 0.00
C -4.72 1.38 0.08 0.02
O 4.24 -2.50 -1.01 0.00
C 5.41 -1.78 -1.22 0.00
O 6.16 -1.65 -0.28 0.00
C 5.85 -1.16 -2.58 0.00
S 6.10 -2.43 -3.92 0.00
H 3.22 -1.21 -3.11 0.00
H 1.60 -0.77 -2.34 0.00
H 2.07 -2.50 -2.58 0.00
H 3.46 -0.59 -0.51 0.00
H 2.50 -3.20 0.43 0.00
H 2.05 -1.62 1.13 0.00
H -1.74 -2.56 0.14 0.00
H -1.78 -1.68 -1.49 0.00
H -4.46 -2.05 -1.03 0.00
H -5.08 -1.47 0.54 0.00
H -6.93 -2.29 -3.66 0.00
H -8.27 -4.40 -4.19 0.00
H -9.40 -5.69 -2.24 0.00
H -9.14 -4.86 0.18 0.00
H -7.77 -2.71 0.69 0.00
H -2.36 0.59 -1.93 0.00
H -3.51 -0.59 -2.64 0.00
H -2.60 1.52 -4.59 0.00
H -2.11 2.44 -3.04 0.00
H -3.33 3.18 -4.15 0.00
H -5.70 0.02 -3.64 0.00
H -4.30 0.29 -4.72 0.00
H -5.56 1.57 -4.68 0.00
H -2.25 2.42 -0.48 0.00
H -3.01 3.92 0.35 0.00
H -2.77 3.91 -1.45 0.00
H -5.03 4.22 0.81 0.00
H -6.43 3.36 0.03 0.00
H -5.59 4.63 -0.90 0.00
H -5.80 1.24 0.35 0.00
H -4.20 1.55 1.07 0.00
H 6.83 -0.65 -2.46 0.00
H 5.12 -0.40 -2.98 0.00
H 5.07 -3.33 -3.87 0.00
N 1.78 -2.52 -5.65 0.00
C 1.82 -1.82 -6.79 0.00
C 2.32 -2.31 -7.98 0.00
C 2.83 -3.60 -8.00 0.00
C 2.80 -4.35 -6.83 0.00
C 2.27 -3.76 -5.69 0.00
H 1.42 -0.81 -6.72 0.00
H 2.33 -1.70 -8.87 0.00
H 3.23 -4.02 -8.91 0.00
H 3.18 -5.36 -6.80 0.00
H 2.23 -4.31 -4.75 0.00
N 0.89 1.44 -4.59 0.00
C 1.62 2.06 -3.66 0.00
C 2.18 3.32 -3.83 0.00
C 1.97 3.97 -5.03 0.00
C 1.23 3.34 -6.02 0.00
C 0.71 2.08 -5.74 0.00
H 1.75 1.51 -2.73 0.00
H 2.75 3.78 -3.03 0.00
H 2.40 4.95 -5.21 0.00
H 1.05 3.81 -6.97 0.00
H 0.11 1.55 -6.48 0.00
N 4.49 -6.24 -2.23 0.00
C 4.63 -7.53 -1.92 0.00
C 5.44 -8.00 -0.90 0.00
C 6.17 -7.07 -0.17 0.00
C 6.05 -5.73 -0.47 0.00
C 5.20 -5.36 -1.51 0.00
H 4.04 -8.21 -2.52 0.00
H 5.51 -9.06 -0.69 0.00
H 6.82 -7.40 0.64 0.00
H 6.60 -4.98 0.08 0.00
H 5.08 -4.32 -1.78 0.00
N 0.79 -0.76 4.85 0.00
C 1.49 -0.12 5.79 0.00
C 2.06 1.13 5.61 0.00
C 1.88 1.76 4.39 0.00
C 1.15 1.12 3.40 0.00
C 0.63 -0.13 3.68 0.00
H 1.61 -0.66 6.73 0.00
H 2.62 1.60 6.41 0.00
H 2.30 2.75 4.21 0.00
H 1.00 1.58 2.43 0.00
H 0.05 -0.67 2.93 0.00
N 7.11 -0.46 4.32 0.00
C 6.85 -0.84 3.07 0.00
C 5.58 -1.18 2.62 0.00
C 4.53 -1.12 3.52 0.00
C 4.78 -0.73 4.82 0.00
C 6.08 -0.41 5.17 0.00
H 7.70 -0.87 2.40 0.00
H 5.42 -1.48 1.59 0.00
H 3.52 -1.38 3.20 0.00
H 3.98 -0.68 5.55 0.00
H 6.32 -0.09 6.18 0.00
N 6.30 -3.50 10.66 0.00
C 7.03 -2.40 10.46 0.00
C 7.27 -1.85 9.21 0.00
C 6.72 -2.48 8.10 0.00
C 5.97 -3.63 8.29 0.00
C 5.79 -4.10 9.58 0.00
H 7.44 -1.94 11.36 0.00
H 7.86 -0.95 9.11 0.00
H 6.89 -2.08 7.11 0.00
H 5.53 -4.15 7.44 0.00
H 5.20 -4.99 9.77 0.00
N -2.98 6.46 -2.04 0.00
C -2.28 7.09 -1.09 0.00
C -1.71 8.35 -1.26 0.00
C -1.88 8.99 -2.47 0.00
C -2.60 8.35 -3.47 0.00
C -3.13 7.10 -3.21 0.00
H -2.17 6.55 -0.16 0.00
H -1.16 8.81 -0.45 0.00
H -1.45 9.97 -2.64 0.00
H -2.75 8.82 -4.44 0.00
H -3.70 6.56 -3.95 0.00
N 8.60 1.25 8.66 0.00
C 9.30 1.88 9.61 0.00
C 9.87 3.13 9.44 0.00
C 9.70 3.77 8.23 0.00
C 8.97 3.14 7.23 0.00
C 8.44 1.89 7.50 0.00
H 9.41 1.33 10.54 0.00
H 10.43 3.59 10.24 0.00
H 10.13 4.75 8.06 0.00
H 8.82 3.61 6.27 0.00
H 7.87 1.36 6.75 0.00
N -8.25 -6.19 2.25 0.00
C -8.10 -7.48 2.58 0.00
C -7.30 -7.92 3.62 0.00
C -6.59 -6.97 4.35 0.00
C -6.73 -5.63 4.02 0.00
C -7.56 -5.30 2.97 0.00
H -8.67 -8.18 1.98 0.00
H -7.22 -8.97 3.85 0.00
H -5.95 -7.27 5.17 0.00
H -6.19 -4.86 4.57 0.00
H -7.70 -4.26 2.67 0.00
N -6.23 10.14 -4.69 0.00
C -7.31 10.21 -5.47 0.00
C -8.12 9.12 -5.76 0.00
C -7.79 7.89 -5.22 0.00
C -6.67 7.79 -4.41 0.00
C -5.93 8.94 -4.18 0.00
H -7.53 11.19 -5.88 0.00
H -8.99 9.23 -6.40 0.00
H -8.40 7.02 -5.42 0.00
H -6.38 6.85 -3.96 0.00
H -5.05 8.92 -3.55 0.00
```

The value obtained for the gap between HOMO and LUMO (alpha / beta) is 8.499 / 9.203 eV. The net charge is 0. The calculation puts the highest occupied orbital energy (alpha / beta) at -8.2 / -8.9 eV. As for the multiplicity: 2.

***

4.
Density functional theory data (ωB97M-V with the def2-TZVPD basis set) for the molecule F4HNOP2S.

```
10
Properties=species:S:1:pos:R:3:mulliken_charge:R:1
N 2.25 -0.15 -1.52 -0.63
O -0.39 0.16 -0.38 -0.29
F 1.08 -1.53 0.33 -0.18
F 1.75 0.64 0.87 -0.24
F -2.52 1.45 0.12 -0.19
F -2.68 -0.84 0.14 -0.22
P 1.18 -0.19 -0.40 0.91
P -1.68 0.26 0.78 0.79
S -1.17 0.06 2.58 -0.21
H 2.16 0.15 -2.51 0.27
```

The value obtained for the gap between HOMO and LUMO is 10.545 eV. The SMILES is N=P(F)(F)OP(F)(F)=S. The net charge is 0. The calculation puts the highest occupied orbital energy at -10.7 eV.

***

5.
Density functional theory data (ωB97M-V with the def2-TZVPD basis set) for a cluster of 2 separate species, CH4FN2 in total.

```
8
Properties=species:S:1:pos:R:3:mulliken_charge:R:1
C 0.73 0.48 0.04 0.42
N 1.03 1.61 0.15 -0.13
N 0.92 -0.78 0.00 -0.28
F -2.01 -0.46 -0.03 -0.40
H 0.66 2.61 0.04 0.39
H -2.94 -0.73 0.08 0.40
H 1.09 -1.55 0.59 0.28
H 0.53 -1.19 -0.87 0.32
```

The value obtained for the gap between HOMO and LUMO is 12.047 eV. The energy relative to the best compared isomer or geometry (same formula, charge and spin) is 166.6 kJ/mol. The net charge is +1. The calculation puts the highest occupied orbital energy at -17.2 eV.

***

6.
Density functional theory data (ωB97M-V with the def2-TZVPD basis set) for the ion C10H19BF3O3 with charge -1.

```
36
Properties=species:S:1:pos:R:3:mulliken_charge:R:1
C -0.07 -2.11 1.11 -1.46
C -1.42 -1.42 1.40 1.01
C -2.19 -1.10 0.10 -1.45
C -1.29 -0.22 2.35 -1.67
C -0.89 1.18 1.82 0.91
C -2.08 1.98 1.28 -1.70
C 0.29 1.22 0.82 -0.79
O -0.13 1.16 -0.50 -0.64
B 0.79 1.74 -1.51 1.13
O 0.43 1.23 -2.85 -0.58
C 1.09 0.00 -2.98 -0.51
C 2.40 0.19 -2.18 0.13
C 2.89 -1.08 -1.46 0.70
F 3.87 -1.69 -2.19 -0.34
F 3.41 -0.84 -0.26 -0.29
F 1.94 -2.03 -1.27 -0.27
O 2.18 1.23 -1.30 -0.71
H 0.02 -3.05 1.67 0.34
H 0.04 -2.36 0.05 0.20
H 0.78 -1.49 1.39 0.41
H -2.03 -2.15 1.94 0.56
H -2.68 -2.00 -0.28 0.46
H -1.52 -0.72 -0.67 0.14
H -2.96 -0.35 0.27 0.30
H -2.26 -0.10 2.86 0.40
H -0.58 -0.50 3.14 0.34
H -0.54 1.72 2.70 0.50
H -2.30 1.72 0.25 0.28
H -2.96 1.84 1.90 0.40
H -1.84 3.05 1.28 0.42
H 0.99 0.40 1.04 0.01
H 0.87 2.14 1.02 0.41
H 0.73 2.97 -1.47 -0.41
H 1.30 -0.21 -4.03 0.32
H 0.50 -0.83 -2.57 0.16
H 3.22 0.44 -2.87 0.28
```

The value obtained for the gap between HOMO and LUMO is 8.437 eV. The net charge is -1. The calculation puts the highest occupied orbital energy at -5.0 eV.

***

7.
Density functional theory data (ωB97M-V with the def2-TZVPD basis set) for a cluster of 6 separate species, C51H64BF3N6O8S in total.

```
134
Properties=species:S:1:pos:R:3:mulliken_charge:R:1
C 2.10 1.97 3.73 -1.69
C 1.22 1.15 4.66 0.88
C 0.11 2.01 5.27 -0.85
O -1.15 1.35 5.22 -0.15
C -1.80 1.30 6.46 -0.77
N -2.97 0.39 6.35 0.07
C -3.07 -0.23 5.06 -0.28
O -3.80 0.14 4.21 -0.51
C -2.16 -1.41 5.07 0.08
C -1.62 -2.13 4.00 0.10
C -2.02 -1.79 2.59 -1.83
C -0.83 -1.35 1.71 1.16
C -0.98 -0.02 0.94 -1.17
C -0.58 -0.22 -0.51 -1.22
C 0.79 -0.90 -0.63 -0.38
C 0.70 -2.37 -1.09 0.44
C 1.77 -2.81 -2.11 -1.00
C 2.31 -4.22 -1.79 -0.60
C 3.49 -4.23 -0.84 -0.66
O 3.07 -3.90 0.50 -0.35
C 3.54 -2.65 0.96 -0.63
C -0.71 -3.17 4.31 0.57
B -0.03 -4.08 3.18 1.14
C -0.57 -5.53 2.88 -1.09
O 1.04 -3.56 2.54 -0.32
C -0.39 -3.45 5.65 0.34
O 0.53 -4.43 5.91 -0.61
C 1.90 -4.12 5.55 0.16
C 2.69 -3.38 6.59 -1.44
C -0.99 -2.76 6.72 0.02
S -0.65 -3.20 8.40 1.24
O 0.62 -2.69 8.81 -0.66
O -1.74 -2.91 9.27 -0.70
C -0.57 -5.08 8.39 0.86
F 0.67 -5.53 8.34 -0.22
F -1.10 -5.48 9.55 -0.24
F -1.30 -5.58 7.41 -0.23
C -1.88 -1.73 6.40 0.63
C -2.69 -0.74 7.23 -0.60
O -3.13 -0.78 8.32 -0.51
H 2.86 1.35 3.25 0.37
H 2.63 2.73 4.29 0.43
H 1.52 2.45 2.95 0.40
H 0.81 0.27 4.16 -0.54
H 1.86 0.78 5.46 0.28
H 0.39 2.26 6.30 0.42
H 0.06 2.96 4.75 0.43
H -2.16 2.30 6.73 0.31
H -1.15 0.95 7.26 0.56
H -2.73 -0.97 2.64 0.81
H -2.57 -2.61 2.14 0.29
H 0.08 -1.36 2.28 0.18
H -0.70 -2.12 0.96 -0.24
H -1.99 0.39 1.02 0.54
H -0.32 0.72 1.41 0.10
H -0.57 0.74 -1.03 0.47
H -1.34 -0.85 -0.97 0.35
H 1.45 -0.33 -1.28 0.81
H 1.23 -0.90 0.37 -0.07
H 0.84 -3.01 -0.22 -0.63
H -0.30 -2.59 -1.44 0.61
H 2.57 -2.08 -2.08 0.41
H 1.32 -2.84 -3.10 0.39
H 2.66 -4.64 -2.74 0.26
H 1.52 -4.86 -1.42 0.25
H 4.27 -3.56 -1.19 0.44
H 3.91 -5.23 -0.79 0.34
H 3.54 -1.89 0.18 0.31
H 2.89 -2.30 1.76 0.04
H 4.56 -2.76 1.33 0.31
H 0.14 -6.07 2.24 0.40
H -1.50 -5.44 2.32 0.25
H -0.73 -6.07 3.80 0.33
H 1.38 -4.12 1.83 0.09
H 1.91 -3.55 4.63 -0.14
H 2.37 -5.08 5.35 0.41
H 2.65 -3.86 7.56 0.30
H 3.73 -3.33 6.29 0.51
H 2.35 -2.35 6.72 0.24
N 1.36 2.06 -2.47 -0.19
C 1.67 3.35 -2.33 -0.31
C 1.86 4.21 -3.40 -0.73
C 1.74 3.71 -4.68 0.03
C 1.42 2.37 -4.85 -0.75
C 1.24 1.60 -3.71 -0.06
H 1.76 3.70 -1.31 0.42
H 2.11 5.25 -3.22 0.37
H 1.88 4.35 -5.55 0.48
H 1.31 1.94 -5.83 0.39
H 0.99 0.54 -3.80 0.33
N -7.94 2.02 3.81 -0.57
C -6.66 1.94 4.19 -0.31
C -6.27 1.71 5.50 0.01
C -7.25 1.56 6.46 -0.42
C -8.58 1.64 6.08 -0.34
C -8.87 1.88 4.75 -0.22
H -5.93 2.06 3.40 0.42
H -5.22 1.64 5.75 0.33
H -6.98 1.38 7.50 0.42
H -9.38 1.53 6.81 0.36
H -9.89 1.95 4.41 0.34
N 4.52 -5.09 -5.21 -0.43
C 4.03 -6.31 -5.42 -0.12
C 3.63 -6.78 -6.66 -0.48
C 3.76 -5.93 -7.75 -0.15
C 4.26 -4.66 -7.56 -0.40
C 4.63 -4.29 -6.27 -0.18
H 3.94 -6.94 -4.54 0.34
H 3.24 -7.78 -6.77 0.35
H 3.46 -6.26 -8.74 0.36
H 4.38 -3.97 -8.38 0.35
H 5.03 -3.30 -6.07 0.36
N 1.36 4.59 -8.08 -0.37
C 1.33 3.63 -9.01 -0.34
C 0.50 3.65 -10.12 -0.39
C -0.36 4.73 -10.27 -0.33
C -0.35 5.73 -9.31 -0.36
C 0.52 5.62 -8.25 0.02
H 2.02 2.81 -8.85 0.37
H 0.52 2.85 -10.84 0.36
H -1.03 4.79 -11.12 0.37
H -1.00 6.59 -9.39 0.34
H 0.57 6.38 -7.48 0.32
N 0.15 9.30 -9.11 -0.48
C -0.30 9.85 -10.24 -0.18
C -1.41 10.66 -10.31 -0.38
C -2.11 10.92 -9.14 -0.19
C -1.66 10.37 -7.96 -0.43
C -0.53 9.57 -7.99 -0.14
H 0.28 9.61 -11.13 0.37
H -1.73 11.08 -11.26 0.36
H -2.99 11.56 -9.15 0.37
H -2.18 10.55 -7.02 0.36
H -0.14 9.11 -7.09 0.35
```

The value obtained for the gap between HOMO and LUMO is 8.815 eV. The SMILES is CCCOCN1C(=O)c2c(CCCCCCCCCOC)c(B(C)O)c(OCC)c(S(=O)(=O)C(F)(F)F)c2C1=O.c1ccncc1.c1ccncc1.c1ccncc1.c1ccncc1.c1ccncc1. The net charge is 0. The calculation puts the highest occupied orbital energy at -9.1 eV.

***

8.
Density functional theory data (ωB97M-V with the def2-TZVPD basis set) for the ion C4H11N2 with charge +1.

```
17
Properties=species:S:1:pos:R:3:mulliken_charge:R:1
C -1.13 -1.06 -0.60 -1.10
C -0.65 0.48 -0.71 -0.12
C 0.38 0.73 0.36 0.22
C 1.13 -0.14 0.95 -0.86
N 0.54 2.08 1.07 -0.34
N -0.20 -2.11 -1.14 -0.54
H -1.17 -1.23 0.45 0.54
H -2.17 -1.23 -0.94 0.44
H -1.63 1.02 -0.47 0.25
H -0.34 0.57 -1.77 0.31
H 1.35 -1.12 0.43 0.33
H 1.72 -0.26 1.81 0.32
H 1.35 2.15 1.84 0.41
H -0.17 2.43 1.55 0.31
H 0.96 2.84 0.59 0.37
H -0.47 -3.04 -0.81 0.23
H -0.21 -2.06 -2.16 0.23
```

The value obtained for the gap between HOMO and LUMO is 9.072 eV. The SMILES is C=C([NH3+])CCN. The energy relative to the best compared isomer or geometry (same formula, charge and spin) is 333.2 kJ/mol. The net charge is +1. The calculation puts the highest occupied orbital energy at -12.9 eV.

***

Max |F| values, unit eV Å⁻¹, following the record order: 3.83 3.72 3.34 3.38 4.01 0.40 1.31 5.55.